(1)
ORCA calculation (ωB97M-V with the def2-TZVPD basis set) on C18H78CrN2O23 as an isolated structure in a non-equilibrium geometry.

Computed properties:
HOMO level (alpha / beta)   -6.2 / -6.2 eV
2S+1   5
Expectation value of S²   6.02
Lowest unoccupied orbital energy (alpha / beta)   -0.01620 / -0.01752 Ha

```
122
Properties=species:S:1:pos:R:3:forces:R:3
Cr 2.4694 -1.2910 -1.7948 -0.212 0.423 3.653
C 0.2498 1.8914 -3.2517 -0.264 0.625 0.580
C -0.2969 2.0017 -1.7859 -1.393 0.245 0.255
C -1.8250 2.2661 -2.0046 -1.013 -0.099 2.591
C -2.6545 2.1840 -0.6293 1.672 0.230 -1.001
C -2.5035 0.7769 -0.1567 -0.411 -1.231 -0.112
C -1.0542 0.2551 0.1259 -0.105 2.008 0.977
N -0.1073 0.6940 -0.9884 0.165 -0.581 -1.124
O 1.3138 0.3134 -0.8013 -1.473 0.665 0.014
C -1.1116 -1.2588 0.3760 0.806 -0.113 -1.149
C -0.5878 0.8525 1.5254 0.416 0.136 -0.712
C 0.1633 3.3766 -1.1009 0.642 -1.359 0.289
H -0.1038 2.7490 -3.8241 0.298 0.732 0.369
H -0.2276 1.1380 -3.8782 0.371 -0.879 0.619
H 1.3392 1.8833 -3.2869 -0.096 -0.220 0.038
H -2.3193 1.5438 -2.6543 0.155 -0.221 -0.005
H -2.0667 3.2561 -2.3913 0.639 -0.032 -0.590
H -3.6628 2.5546 -0.8137 -0.165 -0.536 0.023
H -2.2643 2.7894 0.1888 0.299 0.653 -0.340
H -2.9873 0.1557 -0.9104 0.243 -0.422 -0.280
H -3.1212 0.5844 0.7206 0.187 0.056 0.301
H -1.5850 -1.8221 -0.4283 -0.059 0.171 -0.425
H -1.6331 -1.6071 1.2675 0.053 0.664 0.249
H -0.0702 -1.5797 0.4032 0.088 -0.306 0.137
H 0.3588 0.3820 1.7914 0.134 -0.088 -0.061
H -1.2588 0.7050 2.3717 -0.423 -0.348 -0.187
H -0.4032 1.9258 1.4796 -0.068 0.101 -0.185
H 1.2512 3.4066 -1.0402 0.088 0.192 -0.282
H -0.1732 3.4680 -0.0682 -0.131 -0.453 0.116
H -0.2142 4.3016 -1.5367 0.281 -0.260 -0.705
C 4.7272 -4.8988 -0.4893 -1.630 0.643 -0.038
C 3.8480 -4.6019 0.7522 0.766 -1.506 0.208
C 4.8168 -5.1563 1.8509 -0.918 1.387 0.641
C 4.3546 -4.7236 3.2191 0.827 -0.415 1.358
C 4.3435 -3.2171 3.3532 -0.937 -0.347 -1.285
C 3.4160 -2.5430 2.2556 1.055 -0.123 1.185
N 3.5583 -3.1679 0.8902 1.346 0.852 0.926
O 2.6641 -2.6091 -0.0613 -0.261 -0.007 -0.794
C 3.9640 -1.1083 2.2645 -0.697 0.610 -1.242
C 1.9581 -2.5090 2.7912 0.446 -0.032 -1.369
C 2.6262 -5.5485 0.7348 -0.785 0.065 -0.557
H 4.9755 -5.9601 -0.5006 -0.047 0.032 -0.180
H 5.6385 -4.3015 -0.4583 -0.187 0.098 -0.235
H 4.0405 -4.6412 -1.2956 0.630 -0.044 -0.768
H 5.8012 -4.7453 1.6267 0.189 -0.129 0.218
H 4.8350 -6.2461 1.8498 0.084 0.048 -0.511
H 5.0452 -5.0553 3.9945 0.392 -0.387 -0.007
H 3.4651 -5.2980 3.4781 -0.606 0.591 -0.066
H 5.3759 -2.8751 3.2811 0.169 -0.027 -0.702
H 4.1053 -2.8259 4.3423 -0.720 -0.264 0.066
H 5.0270 -0.9908 2.0542 0.019 -0.522 -0.372
H 3.8436 -0.5534 3.1949 -0.482 -0.319 0.283
H 3.3889 -0.6030 1.4885 0.139 0.567 -0.091
H 1.3325 -2.0199 2.0446 0.093 0.401 -0.045
H 1.9337 -1.9343 3.7171 -0.257 -0.431 0.174
H 1.5439 -3.5172 2.7995 0.101 -0.136 0.783
H 1.9961 -5.4686 1.6206 0.171 0.046 0.208
H 2.8644 -6.6014 0.5838 0.595 -0.092 0.409
H 1.9393 -5.4093 -0.0999 0.009 0.743 -0.189
O -2.4770 0.7675 -5.2293 0.579 -0.520 -0.132
H -2.5294 1.3107 -4.4428 -0.320 0.514 0.074
H -3.2988 0.2768 -5.2372 -0.433 0.119 -0.072
O 2.4129 -0.4230 -3.6305 0.161 -0.347 -0.807
H 2.6024 0.4216 -4.0393 0.076 0.374 0.466
H 2.0854 -0.9679 -4.3460 -0.300 -0.350 -0.191
O 0.7882 -2.3945 -2.2201 0.009 -0.853 -0.454
H 0.7216 -3.3493 -2.2131 0.223 -0.473 0.455
H -0.0852 -2.0949 -2.4726 -0.663 0.815 -0.397
O 4.3596 4.1564 -0.9065 0.467 -0.604 -0.635
H 3.6403 4.4240 -0.3344 -0.151 0.603 0.279
H 5.0345 3.8344 -0.3089 0.250 -0.024 0.206
O 2.8184 4.4798 -3.5333 0.018 0.189 -0.371
H 2.7195 3.6641 -4.0243 -0.207 -0.031 -0.183
H 2.7537 4.2167 -2.6153 0.085 0.039 0.375
O 2.4749 5.3767 0.5032 -0.136 0.345 -0.114
H 2.2007 4.5167 0.8218 -0.319 -0.708 0.615
H 1.9981 5.9992 1.0522 -0.017 0.256 0.022
O -1.4125 -1.5465 -3.7520 0.215 -0.600 0.427
H -1.7952 -0.6706 -3.8031 -0.032 0.460 -0.124
H -1.4782 -1.8895 -4.6432 -0.027 -0.049 -0.233
O -1.3405 -0.2291 5.6757 -0.203 -0.179 -0.145
H -0.7880 0.3676 5.1708 0.228 0.114 -0.193
H -1.4567 0.2075 6.5195 -0.036 0.053 0.262
O -4.0289 -2.3159 2.3385 0.027 0.190 0.136
H -3.5291 -1.9620 3.0742 0.251 0.143 0.262
H -4.2492 -3.2084 2.6054 -0.054 -0.277 0.125
O 2.2611 2.5872 1.3471 0.320 0.772 0.194
H 1.9255 2.0311 2.0503 -0.024 -0.171 0.115
H 1.7755 2.3106 0.5700 -0.124 -0.791 -0.536
O -5.3283 -0.8029 0.4274 -0.557 0.700 -0.237
H -4.7036 -1.1556 -0.2063 0.043 -0.236 -0.120
H -4.9620 -1.0354 1.2806 0.090 -0.330 0.181
O -4.8011 2.4404 -4.1765 0.217 -0.329 -0.222
H -4.7972 3.1286 -3.5113 0.043 0.463 0.512
H -5.7263 2.3166 -4.3883 -0.212 -0.066 -0.067
O -1.3353 -4.1318 2.1485 -0.423 -0.257 0.149
H -0.6868 -3.8604 1.4990 0.302 0.065 -0.450
H -1.1849 -3.5515 2.8948 0.167 0.110 0.232
O -2.5320 5.5459 -1.0256 -0.087 0.256 -0.920
H -2.5804 5.4671 -0.0729 -0.196 0.058 1.067
H -2.1465 4.7190 -1.3155 0.245 -0.157 -0.020
O -5.7110 3.8844 0.6941 -0.063 -0.029 0.384
H -6.1981 3.1088 0.9723 -0.101 -0.232 0.202
H -5.4012 3.6703 -0.1860 -0.052 0.213 -0.683
O -4.9660 4.7202 -1.9398 -0.763 -0.781 -0.581
H -4.1678 5.1683 -1.6598 1.085 0.472 0.446
H -5.4276 5.3649 -2.4760 -0.277 0.132 -0.051
O 3.8455 1.7401 -2.2232 -0.241 -1.224 -0.561
H 3.7234 2.0600 -3.1171 0.305 0.284 -0.060
H 4.0892 2.5178 -1.7212 0.127 0.841 0.490
O -4.4080 -3.6777 -0.1133 0.114 -0.284 -0.586
H -4.9943 -4.0897 0.5213 -0.226 -0.045 0.018
H -3.7105 -3.2942 0.4182 0.316 0.163 0.300
O -2.3153 3.9152 3.8261 0.089 0.171 -0.061
H -2.6604 4.1648 4.6834 -0.058 0.123 0.312
H -2.6122 3.0138 3.7011 -0.059 -0.340 -0.132
O -3.4541 5.2639 1.5538 0.469 0.517 -0.256
H -3.2661 4.9623 2.4426 0.427 -0.155 0.353
H -4.1727 4.7051 1.2577 -0.762 -0.273 -0.102
O -0.9076 -4.8805 -0.7715 0.422 0.192 -0.158
H -1.3465 -5.5728 -0.2773 -0.114 -0.210 0.210
H -1.6007 -4.4888 -1.3031 -0.360 0.128 -0.078
```
Forces are in eV/Å.

(2)
ORCA calculation (ωB97M-V with the def2-TZVPD basis set) on a 2-piece molecular cluster, C3H5O4P overall in a non-equilibrium geometry.

Computed properties:
HOMO level   0.8 eV
Energy relative to the best compared isomer or geometry (same formula, charge and spin)   2.388 eV
Lowest unoccupied orbital energy   0.25696 Ha
Total charge   -2

```
13
Properties=species:S:1:pos:R:3:forces:R:3
C 1.4067 1.5883 0.0998 2.805 -2.759 1.071
C 0.7353 0.4464 -0.0131 -1.443 -1.087 0.000
C 1.2089 -1.0365 -0.0216 1.155 3.666 -0.972
O -2.3753 -0.5837 1.2983 0.865 -0.089 0.278
O -2.8522 1.5462 -0.0186 0.957 0.266 -0.045
O -2.5408 -0.6646 -1.2389 1.201 0.055 0.201
O 0.1321 -1.9171 0.0067 1.885 -2.070 0.483
P -2.2779 0.1582 0.0046 -2.367 0.218 -0.341
H 0.9633 2.4864 -0.0558 -1.484 2.687 -0.338
H 2.5164 1.7147 0.4358 -1.005 -0.419 -0.501
H 1.7873 -0.9092 -1.0522 -0.910 -1.277 1.475
H 2.0332 -1.2356 0.7854 -1.543 -0.232 -1.024
H -0.7372 -1.5935 -0.2302 -0.116 1.040 -0.288
```
Forces are in eV/Å.

(3)
ORCA calculation (ωB97M-V with the def2-TZVPD basis set) on a 9-piece molecular cluster, H18O9 overall in a non-equilibrium geometry.

Computed properties:
HOMO level (alpha / beta)   0.1 / -7.5 eV
Energy relative to the best compared isomer or geometry (same formula, charge and spin)   0.937 eV
2S+1   2
Expectation value of S²   0.75
Lowest unoccupied orbital energy (alpha / beta)   0.10142 / 0.09909 Ha
Total charge   -1

```
27
Properties=species:S:1:pos:R:3:forces:R:3
O 2.4254 -1.0900 0.8222 -0.269 0.615 0.072
H 2.1458 -1.7755 1.4289 -0.093 -0.340 0.353
H 3.1081 -1.5020 0.2927 0.405 -0.289 -0.337
O 1.0244 2.9177 -0.2542 -0.007 0.165 0.298
H 0.9676 2.6756 -1.1785 0.116 -0.565 -0.426
H 0.5741 3.7606 -0.1988 -0.108 0.197 0.148
O 1.4120 -2.1280 -1.7789 -1.049 0.577 -0.790
H 2.2746 -2.3863 -2.1035 0.791 -0.304 -0.239
H 1.4174 -2.3807 -0.8557 0.070 -0.158 0.807
O -0.6431 0.1094 0.6320 0.249 0.168 -0.234
H -0.3393 -0.6323 0.1087 0.256 -0.408 -0.149
H -0.4273 0.8790 0.1053 0.034 0.610 -0.175
O 0.7885 0.8495 3.0075 0.468 0.275 0.551
H 0.4583 0.4947 3.8329 -0.148 -0.043 0.146
H 0.1048 0.6473 2.3687 -0.125 -0.174 -0.523
O 1.3253 0.7881 -2.3361 -0.315 1.026 -0.237
H 2.1118 0.7956 -2.8817 0.227 -0.088 -0.070
H 1.1956 -0.1340 -2.1147 0.054 -0.947 0.298
O -2.0854 -0.6765 2.5588 -0.878 -0.507 1.299
H -1.6125 -1.4537 2.8567 0.098 -0.179 0.112
H -1.5982 -0.3791 1.7904 0.154 0.385 -0.812
O -2.8630 -1.7697 -0.5458 -0.282 0.195 -0.129
H -2.7355 -2.4279 0.1374 0.084 -0.102 0.306
H -2.4813 -2.1619 -1.3311 0.236 -0.130 -0.254
O -2.1940 2.1166 -1.1254 -0.058 0.022 0.211
H -2.1435 3.0686 -1.2113 0.033 0.240 0.012
H -2.2107 1.7949 -2.0267 0.056 -0.245 -0.234
```
Forces are in eV/Å.

One value per record, in order, for electronic energy: -3616.9470; -759.5697; -687.9218 Ha.